Computed, not measured: the molecule C5H4O2, with the ωB97M-V functional and the def2-TZVPD basis.

Output
- F_max: 0.0146 hartree/bohr
- Spin multiplicity: 1
- Energy above the lowest of the compared OMol25 structures with the same formula, charge and spin: 223.39 kJ/mol
- Frontier orbital gap: 10.0 eV
- LUMO energy: -0.21 eV
- E_tot: -9341.8668 eV

Cartesian coordinates (Å):
O: -0.88049 -0.65453 2.19261
C: -0.10308 1.13381 -0.31012
C: -1.15381 0.05605 -0.05845
H: 0.16314 -1.61312 0.75131
C: 2.10976 -0.19096 -0.91250
C: -0.58791 -0.84581 1.04373
H: -1.35398 -0.47334 -1.00311
C: 1.19179 0.52225 -0.59590
O: -0.28807 2.32667 -0.27655
H: -2.06560 0.50920 0.33041
H: 2.96825 -0.77024 -1.16144

Atomic partial charges in e from the Löwdin method, atoms 1 to 2: number 1, O, carries 0.076; number 2, C, carries -0.424

=====

Computed, not measured: a cluster of 2 separate species, C5H4O2 in total, with the ωB97M-V functional and the def2-TZVPD basis.

Output
- F_max: 0.0769 hartree/bohr
- Spin multiplicity: 1
- Energy above the lowest of the compared OMol25 structures with the same formula, charge and spin: 362.19 kJ/mol
- Frontier orbital gap: 8.3 eV
- LUMO energy: -0.95 eV
- E_tot: -9340.4283 eV

Cartesian coordinates (Å):
H: 0.35581 1.52575 1.13355
H: -0.80187 -0.31149 0.86992
H: 1.54518 2.32113 0.04682
C: -1.68545 -0.71723 0.45366
H: -2.46061 -0.73989 1.19203
O: 2.27316 -1.86151 -0.96055
C: -1.84968 -0.56398 -0.79206
C: 2.00309 -0.81227 -0.51190
C: 1.51098 0.12542 0.15708
O: -2.03000 -0.35274 -1.90072
C: 1.13939 1.38681 0.31216

Atomic partial charges in e from the Löwdin method, atoms 1 to 2: number 1, H, carries 0.084; number 2, H, carries 0.015

=====

Computed, not measured: a structure of composition C5H4O5Tm, with the ωB97M-V functional and the def2-TZVPD basis.

Output
- F_max: 0.1521 hartree/bohr
- Spin multiplicity: 3
- Net charge: +3
- Frontier orbital gap (alpha / beta): 9.3 / 9.2 eV
- LUMO energy (alpha / beta): -15.30 / -15.39 eV
- E_tot: -44981.8995 eV

Cartesian coordinates (Å):
O: -1.28421 2.99924 -2.69813
C: 1.00208 -2.25445 -0.57935
C: -0.68420 1.43721 1.97923
O: -3.61029 -0.54745 0.35873
H: 0.86559 -1.52378 1.31816
O: -0.77708 1.71276 3.10043
Tm: -0.32638 0.61587 -0.17801
H: 0.07896 -2.30211 -1.17843
C: -2.54233 -0.14587 0.18044
O: 2.77426 2.22040 0.30767
H: 1.18714 -3.19199 -0.06979
O: 0.78677 -1.21401 0.39291
C: -1.00048 2.27307 -1.84793
H: 1.83996 -1.94198 -1.20989
C: 1.69022 1.86307 0.12397

Atomic partial charges in e from the Löwdin method, atoms 1 to 2: number 1, O, carries 0.263; number 2, C, carries -0.002

=====

Computed, not measured: the molecule C5H5BO3S, with the ωB97M-V functional and the def2-TZVPD basis.

Output
- F_max: 0.0496 hartree/bohr
- Spin multiplicity: 1
- Energy above the lowest of the compared OMol25 structures with the same formula, charge and spin: 57.98 kJ/mol
- Frontier orbital gap: 9.6 eV
- LUMO energy: 0.23 eV
- E_tot: -22922.0137 eV

Cartesian coordinates (Å):
H: -2.42779 -0.87725 -1.11994
C: -0.56560 -0.08811 -0.58440
C: -1.48627 -1.17757 -0.69417
O: 1.09780 1.72474 1.36006
H: 0.24558 1.72931 1.79120
C: 0.41240 -0.34663 0.34395
C: -1.15055 -2.25441 0.05257
O: 2.87603 0.33461 0.30893
H: -1.71825 -3.14445 0.15588
C: -0.82232 1.21620 -1.13070
S: 0.23696 -1.97818 0.99447
B: 1.56294 0.60458 0.69286
H: -0.06602 2.02238 -1.15253
O: -1.75161 1.44337 -1.84899
H: 3.55670 0.79142 0.83083

Atomic partial charges in e from the Löwdin method, atoms 1 to 2: number 1, H, carries 0.117; number 2, C, carries -0.250

=====

Computed, not measured: the molecule C5H5Br, with the ωB97M-V functional and the def2-TZVPD basis.

Output
- F_max: 0.0585 hartree/bohr
- Spin multiplicity: 1
- Energy above the lowest of the compared OMol25 structures with the same formula, charge and spin: 213.96 kJ/mol
- Frontier orbital gap (alpha / beta): 7.4 / 7.4 eV
- LUMO energy (alpha / beta): -0.93 / -0.93 eV
- E_tot: -75304.0633 eV

Cartesian coordinates (Å):
H: -0.94025 1.43639 0.00179
Br: -2.51178 0.15100 1.04524
C: -0.73595 0.42601 0.21129
C: -0.51797 -0.47454 -0.96837
H: 0.71550 0.07558 1.99119
H: 1.34907 -1.53896 -1.72557
C: 0.72189 0.45897 0.97856
H: 0.99756 1.50063 0.97396
C: 0.75535 -0.91931 -0.96356
H: -1.42435 -0.88267 -1.54808
C: 1.59093 -0.23310 0.00355

Atomic partial charges in e from the Löwdin method, atoms 1 to 2: number 1, H, carries 0.035; number 2, Br, carries 0.604

=====

Computed, not measured: a structure of composition C5H5Br2NOS, with the ωB97M-V functional and the def2-TZVPD basis.

Output
- F_max: 0.0863 hartree/bohr
- Spin multiplicity: 1
- Energy above the lowest of the compared OMol25 structures with the same formula, charge and spin: 0.00 kJ/mol
- Frontier orbital gap: 9.4 eV
- LUMO energy: 0.40 eV
- E_tot: -159722.9834 eV

Cartesian coordinates (Å):
H: 0.89845 0.83699 -2.99194
C: -0.15659 0.23514 -0.15971
C: 0.23639 0.02431 -2.68944
C: 0.46024 -0.31898 -1.26477
S: 1.59445 -1.50648 -0.73571
H: 0.43008 -0.83358 -3.32964
Br: -2.10878 -0.49105 2.68676
Br: 0.20345 1.68557 3.17477
C: 0.35900 -0.38337 0.99017
H: 0.32462 -0.83538 3.25985
C: -0.21253 -0.12314 2.64700
O: -1.09290 1.20477 -0.24212
N: 1.26386 -1.30345 0.84608
H: -0.79068 0.35581 -2.82768
H: -1.40907 1.45285 0.63638

Atomic partial charges in e from the Löwdin method, atoms 1 to 2: number 1, H, carries 0.088; number 2, C, carries -0.374

=====

Computed, not measured: the molecule C5H5Br2NS, with the ωB97M-V functional and the def2-TZVPD basis.

Output
- F_max: 0.0754 hartree/bohr
- Spin multiplicity: 1
- Energy above the lowest of the compared OMol25 structures with the same formula, charge and spin: 12.66 kJ/mol
- Frontier orbital gap: 8.1 eV
- LUMO energy: -1.04 eV
- E_tot: -157675.1683 eV

Cartesian coordinates (Å):
C: 1.30641 2.07222 -0.12741
C: 0.14764 0.25079 -0.16360
S: -0.36072 0.98090 1.40360
Br: -1.81857 -0.49068 -2.23395
H: -1.01432 -3.06856 -0.15537
C: -0.95621 -2.03219 0.26744
C: 0.68004 2.25717 1.10096
C: -0.22719 -1.08549 -0.65096
N: 0.95891 0.99822 -0.77475
H: -0.39439 -2.05888 1.16495
Br: 1.26640 -1.98022 -1.54837
H: 1.78886 2.89533 -0.56487
H: 0.64842 3.05469 1.87500
H: -2.02529 -1.79332 0.40734

Atomic partial charges in e from the Löwdin method, atoms 1 to 2: number 1, C, carries -0.236; number 2, C, carries -0.724

=====

Computed, not measured: a cluster of 2 separate species, C5H5BrFNO in total, with the ωB97M-V functional and the def2-TZVPD basis.

Output
- F_max: 0.0825 hartree/bohr
- Spin multiplicity: 1
- Energy above the lowest of the compared OMol25 structures with the same formula, charge and spin: 86.25 kJ/mol
- Frontier orbital gap: 8.7 eV
- LUMO energy: 0.40 eV
- E_tot: -81560.7806 eV

Cartesian coordinates (Å):
N: -1.40583 -0.04114 -1.37740
C: 0.52360 -1.08758 1.18691
H: 1.34385 -0.35268 -0.61143
C: 0.88756 -0.00935 0.29440
C: -1.00425 0.18012 -2.39388
H: 1.11301 -2.00435 0.99207
C: 0.33620 1.18600 0.15979
H: -0.82219 -0.16062 2.57158
C: -0.36258 -1.01612 2.17372
O: 0.68252 2.17792 -0.67797
Br: -0.75813 -2.55336 3.31054
H: -0.41745 0.41271 -3.22392
H: 0.04205 2.78800 -1.09260
F: -0.57245 1.65203 1.07718

Atomic partial charges in e from the Löwdin method, atoms 1 to 2: number 1, N, carries 0.120; number 2, C, carries -0.206

=====

Computed, not measured: a cluster of 2 separate species, C5H5BrIN in total, with the ωB97M-V functional and the def2-TZVPD basis.

Output
- F_max: 0.0984 hartree/bohr
- Spin multiplicity: 1
- Energy above the lowest of the compared OMol25 structures with the same formula, charge and spin: 272.48 kJ/mol
- Frontier orbital gap: 10.4 eV
- LUMO energy: 0.29 eV
- E_tot: -84895.5657 eV

Cartesian coordinates (Å):
C: -0.44387 0.71758 -0.48171
H: -1.77619 -0.47035 0.60752
H: -0.16366 -1.21830 0.36673
H: 0.86509 -3.31617 2.60388
H: 0.02454 2.97486 0.02251
C: -0.73276 -0.31447 0.60678
H: -0.24861 0.25372 1.53431
C: 1.02199 1.14012 -0.79798
I: 1.83319 -3.39930 1.39166
Br: 2.64500 0.41112 -1.40379
C: -1.29346 0.60020 -1.61738
C: 0.26174 2.06055 -0.27636
N: -1.99301 0.56044 -2.55618

Atomic partial charges in e from the Löwdin method, atoms 1 to 2: number 1, C, carries -0.458; number 2, H, carries 0.061

=====

Computed, not measured: the molecule C5H5BrO2, with the ωB97M-V functional and the def2-TZVPD basis.

Output
- F_max: 0.1273 hartree/bohr
- Spin multiplicity: 1
- Energy above the lowest of the compared OMol25 structures with the same formula, charge and spin: 401.14 kJ/mol
- Frontier orbital gap: 8.5 eV
- LUMO energy: 0.46 eV
- E_tot: -79398.5245 eV

Cartesian coordinates (Å):
H: 1.20725 2.42060 -0.03792
H: 0.28943 -2.18201 -1.27269
C: 0.03751 -1.55571 -0.48461
O: -1.08564 -0.85737 -0.86660
C: -0.60999 1.28904 0.09177
H: -1.18671 2.16122 0.42213
O: 0.08550 -2.03419 0.82685
Br: 3.29616 0.03763 0.10721
C: 1.50832 0.23005 -0.17990
C: -1.42413 0.25536 -0.14574
C: 0.83862 1.38373 -0.18500
H: -0.48112 -1.53403 1.58381
H: -2.47519 0.38568 0.14069

Atomic partial charges in e from the Löwdin method, atoms 1 to 2: number 1, H, carries 0.103; number 2, H, carries 0.122

=====

Computed, not measured: the molecule C5H5Cl3N4O2, with the ωB97M-V functional and the def2-TZVPD basis.

Output
- F_max: 0.1049 hartree/bohr
- Spin multiplicity: 1
- Energy above the lowest of the compared OMol25 structures with the same formula, charge and spin: 20.01 kJ/mol
- Frontier orbital gap: 10.5 eV
- LUMO energy: 0.48 eV
- E_tot: -52887.8199 eV

Cartesian coordinates (Å):
C: -0.50161 -0.31041 0.51840
Cl: 0.81354 -2.55240 1.78187
N: 0.46367 -0.71030 -0.47023
H: 2.86644 -0.36648 -2.26641
C: 2.04116 -0.69867 -1.79362
Cl: -0.90047 -0.82321 3.36599
H: -0.98515 3.27817 0.74907
N: 1.42459 -1.82483 -2.05616
N: 1.55242 0.03989 -0.82898
O: -2.15406 0.98109 -1.06624
H: -0.23972 -2.62728 -1.16851
C: -1.58971 1.60505 -0.23660
C: 0.42375 -1.85340 -1.20475
H: -1.31168 -0.89638 0.33623
C: 0.22750 -0.93210 2.05887
H: -1.42441 3.50965 -0.78673
O: -0.66076 1.03547 0.65954
Cl: 1.54517 0.19936 2.35999
N: -1.59066 2.94678 0.04827

Atomic partial charges in e from the Löwdin method, atoms 1 to 2: number 1, C, carries -0.330; number 2, Cl, carries 0.644

=====

Computed, not measured: a cluster of 2 separate species, C5H5Cl4N in total, with the ωB97M-V functional and the def2-TZVPD basis.

Output
- F_max: 0.0890 hartree/bohr
- Spin multiplicity: 1
- Energy above the lowest of the compared OMol25 structures with the same formula, charge and spin: 286.00 kJ/mol
- Frontier orbital gap (alpha / beta): 7.7 / 7.8 eV
- LUMO energy (alpha / beta): -1.14 / -1.13 eV
- E_tot: -56842.2255 eV

Cartesian coordinates (Å):
C: 0.66986 1.51411 -0.64253
Cl: 1.92926 -2.37971 0.01191
H: -1.97603 0.67507 -1.31909
Cl: 2.32875 -0.38172 2.13916
H: -0.24559 -1.02337 -0.87814
H: -0.88398 -1.17572 0.83507
C: -0.87301 -0.54036 -0.00042
H: -2.62391 0.50162 0.36833
C: 0.09769 0.59501 0.32405
N: 1.05676 2.14277 -1.49830
C: -2.22438 0.09832 -0.46879
C: 2.23132 -0.67022 0.43627
H: -2.91826 -0.72048 -0.64883
Cl: 3.42159 0.04669 -0.52664
Cl: 0.00993 1.31799 1.86795

Atomic partial charges in e from the Löwdin method, atoms 1 to 2: number 1, C, carries -0.351; number 2, Cl, carries 0.535